[1]
Formula: C17H54O10
Source: the Open Molecules 2025 dataset
Level of theory: ωB97M-V/def2-TZVPD

XYZ file:
```
81
Properties=species:S:1:pos:R:3:forces:R:3:mulliken_charge:R:1
C -6.72035 -14.81755 18.99190 -0.5 1.1 0.3 -0.52
O -7.08327 -13.43382 19.17489 0.6 -0.3 0.2 -0.24
H -5.63982 -14.92507 19.05155 0.0 0.2 -0.3 0.20
H -7.12058 -15.39852 19.82573 -0.2 -0.3 -0.3 0.27
H -7.12502 -15.07701 18.01630 0.2 -0.8 0.0 0.11
H -8.04701 -13.35606 19.11519 -0.1 0.2 -0.1 0.22
O -9.36401 -9.48921 18.46328 0.3 0.1 0.5 -0.69
H -9.81398 -9.08132 19.21483 0.0 0.0 -0.2 0.28
H -8.44106 -9.20397 18.54457 -0.1 -0.1 0.0 0.28
C -11.21731 -11.99835 21.21799 1.0 0.1 0.5 -1.16
C -9.80551 -12.42845 20.77654 -0.7 0.2 0.5 -0.35
O -9.70214 -12.43172 19.35529 0.3 0.1 0.2 -0.22
H -11.34231 -12.20581 22.28472 -0.1 -0.1 -0.1 0.39
H -11.99369 -12.50059 20.65080 0.0 0.1 -0.1 0.26
H -11.27636 -10.91032 21.14305 -0.4 0.0 -0.3 0.26
H -9.55765 -13.41613 21.16795 -0.1 -0.1 -0.3 0.39
H -9.06667 -11.75034 21.21894 0.0 0.0 -0.1 0.31
H -9.59847 -11.50124 19.10173 0.0 -0.2 -0.4 0.13
C -8.50679 -15.67257 14.69082 1.1 0.5 -0.2 -0.73
C -8.50300 -16.92204 13.82477 -1.3 0.5 1.1 -0.52
O -7.35134 -16.95060 13.01078 -0.1 -0.2 0.0 -0.51
H -9.30898 -15.59240 15.42179 -0.2 -0.4 -0.1 0.36
H -8.52977 -14.75710 14.09614 -0.2 -0.1 -0.1 0.35
H -7.55075 -15.63835 15.22519 -0.1 0.0 0.2 0.11
H -9.45068 -16.90527 13.27264 0.2 -0.2 -0.5 0.30
H -8.56273 -17.77724 14.50669 0.2 -0.2 -0.2 0.31
H -7.31354 -17.83603 12.63575 0.2 0.1 -0.1 0.30
C -3.40113 -10.70905 19.49258 0.2 -0.8 -0.1 -1.13
C -4.57944 -11.49708 20.07403 0.2 0.1 -0.3 0.26
O -5.78437 -10.88837 19.64489 -0.4 0.3 0.1 -0.50
H -2.43977 -11.09866 19.83998 -0.1 -0.1 0.1 0.35
H -3.39369 -9.64541 19.72223 -0.4 0.0 0.1 0.33
H -3.40650 -10.84416 18.41025 0.0 0.2 0.0 0.19
H -4.51013 -11.58443 21.16591 -0.2 0.3 0.0 0.28
H -4.64214 -12.52191 19.68905 0.7 0.0 0.1 -0.12
H -6.34512 -11.61990 19.35518 -0.2 -0.1 0.1 0.32
C -7.61567 -12.10072 15.72862 0.6 0.5 1.0 0.42
C -8.41970 -10.86144 15.35519 0.2 -0.9 0.6 -0.31
O -9.64221 -10.89723 16.09227 -0.4 0.3 -0.2 -0.47
H -6.68756 -12.17777 15.15871 -0.2 -0.2 -0.2 0.41
H -8.19301 -13.02377 15.74023 -0.1 0.1 -0.6 -0.31
H -7.31451 -11.98844 16.77719 0.1 0.0 0.0 -0.47
H -8.62388 -10.89634 14.28399 -0.3 0.4 0.1 0.07
H -7.85855 -9.96580 15.63021 0.0 0.1 -0.3 0.39
H -9.64742 -10.28978 16.85157 0.2 -0.2 -0.4 0.24
C -12.41618 -14.91325 14.94968 0.1 0.4 0.1 -1.10
C -11.79123 -13.76610 15.72247 0.2 0.5 0.5 0.04
O -10.94497 -13.03497 14.85501 0.2 -0.1 -0.2 -0.50
H -13.02412 -15.54653 15.59423 -0.1 0.0 0.0 0.36
H -11.65642 -15.52261 14.46071 0.1 0.0 0.1 0.12
H -13.03579 -14.47070 14.16934 -0.1 -0.2 0.0 0.33
H -11.22964 -14.05307 16.62407 0.0 -0.5 -0.2 0.13
H -12.56215 -13.09186 16.12582 -0.2 -0.2 -0.2 0.39
H -10.45471 -12.37748 15.37834 -0.3 0.0 0.0 0.35
C -8.83354 -7.00893 16.01625 0.4 -0.2 -0.4 -0.54
C -8.73381 -5.51994 15.71905 -0.6 -0.4 -0.1 -0.52
O -7.46537 -4.97248 16.00501 0.0 0.2 0.1 -0.53
H -9.88307 -7.29636 16.08329 0.1 -0.2 0.1 0.36
H -8.28548 -7.27909 16.91985 -0.3 0.2 0.2 0.24
H -8.36463 -7.60997 15.23019 -0.1 0.1 -0.1 0.07
H -9.50329 -5.02587 16.31586 0.4 0.4 0.2 0.33
H -9.03291 -5.33123 14.68133 0.1 0.0 0.0 0.26
H -6.84446 -5.27436 15.33561 0.0 0.0 0.0 0.31
C -9.42833 -9.01645 12.21285 0.1 -0.4 0.2 -0.50
C -10.13753 -8.00837 11.31673 0.8 0.0 0.8 -0.33
O -10.22265 -8.45474 9.98750 -0.5 0.1 -0.4 -0.51
H -9.17895 -8.61451 13.19802 -0.3 0.1 0.0 -0.08
H -8.46653 -9.33157 11.79462 0.0 0.1 -0.2 0.36
H -10.01606 -9.92601 12.34977 -0.1 0.1 0.0 0.26
H -9.59611 -7.05698 11.42513 -0.1 0.0 -0.4 0.25
H -11.14655 -7.81753 11.67942 -0.1 -0.2 -0.2 0.30
H -9.36216 -8.71974 9.65575 0.2 0.0 0.2 0.30
C -3.91554 -13.39803 16.73011 -0.2 0.3 0.2 -0.69
C -4.09919 -14.44696 15.64639 -0.4 -0.1 0.8 -0.24
O -4.58246 -13.78672 14.48786 0.1 -0.2 -0.1 -0.53
H -4.86142 -12.86492 16.85062 0.0 0.0 0.0 -0.03
H -3.16053 -12.64082 16.51559 0.1 -0.2 -0.2 0.39
H -3.69413 -13.83559 17.70646 0.2 -0.2 -0.1 0.30
H -4.84569 -15.15143 16.04212 -0.1 0.0 -0.2 0.15
H -3.20470 -15.05599 15.47750 0.2 0.3 -0.3 0.35
H -4.99492 -14.43648 13.90749 0.1 0.0 0.0 0.30
```
Positions in Å, forces in eV/Å.

As for the SMILES: CCO.CCO.CCO.CCO.CCO.CCO.CCO.CCO.CO.O. The HOMO energy comes out at -9.40 eV. For the LUMO energy, the calculation gives 0.11 eV. The relative energy (zero: lowest compared OMol25 entry of this formula, charge and spin) is 48.7 kJ/mol. As for the spin multiplicity: 1. The strongest force on any atom is 1.75 eV Å⁻¹.

[2]
Formula: C18H14N3PdS2
Source: the Open Molecules 2025 dataset
Level of theory: ωB97M-V/def2-TZVPD

XYZ file:
```
38
Properties=species:S:1:pos:R:3:forces:R:3:nbo_charge:R:1
Pd 1.42848 -0.54501 -0.27877 0.1 -0.1 0.0 0.49
S 1.54035 1.59369 -0.91736 0.0 0.0 0.1 -0.10
C 3.07196 2.15480 -0.25054 0.0 0.1 0.0 -0.19
C 3.43013 3.49480 -0.42693 0.0 0.0 0.0 -0.23
C 4.61871 3.99129 0.07666 0.0 0.0 0.0 -0.25
C 5.47850 3.14397 0.77150 0.0 0.0 0.0 -0.25
C 5.13285 1.81646 0.94878 0.0 0.0 0.0 -0.22
C 3.93218 1.30419 0.44665 0.1 0.0 0.0 -0.20
S 3.52971 -0.38973 0.67246 0.0 0.1 0.0 -0.30
H 2.75323 4.14476 -0.97042 0.0 0.0 0.0 0.21
H 4.87545 5.03330 -0.07242 0.0 0.0 0.0 0.20
H 6.41411 3.51746 1.17051 0.0 0.0 0.0 0.20
H 5.79600 1.14566 1.48335 0.0 0.0 0.0 0.20
C -0.61334 -1.13162 2.66189 -0.1 0.0 0.0 -0.40
N 0.64557 -1.87506 2.62985 -0.1 -0.1 0.1 -0.47
C 1.67001 -1.51637 3.60682 0.0 0.0 0.0 -0.40
C 1.03479 -2.29960 1.44519 0.1 0.1 -0.3 0.49
N 1.32898 -2.74625 0.40544 0.0 0.1 0.2 -0.43
H -0.41006 -0.06680 2.79536 0.0 0.0 0.0 0.21
H -1.24006 -1.49205 3.47893 0.0 0.0 0.0 0.19
H -1.13392 -1.26102 1.71488 0.0 0.0 0.0 0.25
H 1.71031 -0.43162 3.72132 0.0 0.0 0.0 0.21
H 2.64258 -1.84111 3.24934 0.0 0.0 0.0 0.24
H 1.44462 -1.98324 4.56731 0.0 0.0 0.0 0.19
N -7.96307 -1.31854 -3.67950 0.0 0.0 0.0 -0.36
C -6.88142 -1.22080 -3.29822 0.0 0.0 0.0 0.29
C -5.53391 -1.10061 -2.82073 0.0 0.0 0.0 -0.17
C -4.88909 0.13708 -2.83893 0.0 0.0 0.0 -0.17
C -3.59422 0.25005 -2.37587 0.0 0.0 0.0 -0.21
C -2.90230 -0.86635 -1.88064 0.0 0.0 0.0 -0.06
C -3.56483 -2.10363 -1.87287 0.0 0.0 0.0 -0.21
C -4.85991 -2.22153 -2.33424 0.0 0.0 0.0 -0.18
C -1.56983 -0.74456 -1.39866 0.0 0.0 0.0 -0.19
C -0.42345 -0.63201 -1.00196 0.0 0.0 0.0 -0.25
H -5.41230 1.00509 -3.21833 0.0 0.0 0.0 0.22
H -3.08941 1.20633 -2.38779 0.0 0.0 0.0 0.23
H -3.03718 -2.97032 -1.49844 0.0 0.0 0.0 0.22
H -5.36023 -3.18111 -2.32361 0.0 0.0 0.0 0.22
```
Positions in Å, forces in eV/Å.

The HOMO energy comes out at -4.03 eV. For the LUMO energy, the calculation gives 2.63 eV. The relative energy (zero: lowest compared OMol25 entry of this formula, charge and spin) is 0.0 kJ/mol. As for the spin multiplicity: 1. Its total charge is -1. The strongest force on any atom is 0.35 eV Å⁻¹.

[3]
Formula: C37H35ClN2RhS2Si2
Source: the Open Molecules 2025 dataset
Level of theory: ωB97M-V/def2-TZVPD

XYZ file:
```
80
Properties=species:S:1:pos:R:3:forces:R:3:lowdin_spin:R:1
C -1.32741 -0.29694 0.59110 -1.8 0.3 0.6 0.06
C -1.83999 0.23780 -0.64143 -2.8 0.4 0.9 0.10
C -1.61932 -0.73383 -1.66280 -1.5 -0.2 -0.3 -0.01
H -2.32175 1.19995 -0.77818 0.0 -0.3 0.1 0.01
C -0.97172 -1.85820 -1.08304 -1.2 -2.9 0.6 0.06
C -0.79466 -1.60599 0.31654 -1.4 -2.0 0.1 0.10
H -0.32497 -2.28408 1.02788 -0.1 0.3 -0.2 0.01
H -1.32299 0.20377 1.55856 0.1 -0.1 -0.4 0.00
H -1.96523 -0.68117 -2.69455 0.4 0.0 0.4 0.00
H -0.68366 -2.76056 -1.61857 -0.2 0.3 0.2 0.01
Rh 0.11782 -0.20608 -0.77027 8.7 3.9 -2.7 0.99
Si 1.26785 0.38942 -4.08596 0.6 0.3 0.5 0.44
C 0.30708 2.00233 -4.13011 -0.1 -0.5 -0.2 0.07
C 0.85664 3.23539 -4.49998 -0.3 0.0 -0.1 0.03
H 1.93922 3.29979 -4.62762 -0.3 0.2 0.0 0.00
C 0.00641 4.31808 -4.75740 0.2 0.1 0.2 0.00
H 0.42838 5.27605 -5.08051 -0.2 -0.4 0.1 0.00
C -1.37864 4.20102 -4.56940 0.1 -0.2 0.2 0.03
H -2.04174 5.05896 -4.73490 0.4 -0.4 0.0 0.00
C -1.91094 2.98359 -4.12868 0.0 -0.1 0.0 0.00
H -2.97649 2.86922 -3.91020 0.3 0.2 -0.2 0.00
C -1.07110 1.88418 -3.94740 -0.4 0.4 0.1 0.04
H -1.48173 0.91697 -3.64154 0.0 0.6 -0.2 0.00
C 0.27112 -1.25118 -4.35189 0.0 0.3 0.8 0.11
C -0.97641 -1.29181 -5.01449 0.0 -0.6 -0.2 0.06
H -1.41867 -0.37038 -5.43008 0.3 -0.6 0.2 0.00
C -1.62978 -2.52168 -5.19247 -0.2 0.5 0.0 0.01
H -2.59526 -2.54095 -5.70476 0.4 0.0 0.1 0.00
C -1.09629 -3.71109 -4.68589 0.2 0.2 0.4 0.05
H -1.62296 -4.66551 -4.81693 0.3 0.5 0.0 0.00
C 0.08484 -3.64917 -3.94074 0.1 0.0 -0.1 0.01
H 0.48303 -4.55112 -3.46989 -0.1 0.2 -0.2 0.00
C 0.76693 -2.43527 -3.78063 0.0 -0.2 -0.3 0.05
H 1.71174 -2.39493 -3.22740 -0.3 -0.1 -0.1 0.00
H 0.34512 0.31682 -2.62740 -1.1 -0.4 2.5 0.19
Si 1.30962 0.18768 -6.35772 1.1 0.3 -4.1 0.59
C 1.38094 -1.36055 -7.36207 0.0 -0.3 -0.4 0.07
C 0.73961 -1.36397 -8.62517 -0.1 -0.5 0.3 0.04
H 0.48859 -0.42214 -9.11991 -0.1 -0.3 0.3 0.00
C 0.39365 -2.58083 -9.21788 0.2 0.0 0.1 0.00
H -0.18077 -2.59129 -10.15080 0.3 0.0 0.4 0.00
C 0.75359 -3.78518 -8.59951 0.0 -0.1 0.1 0.04
H 0.41453 -4.73644 -9.01161 0.1 0.3 0.0 0.00
C 1.54759 -3.78502 -7.44456 0.1 0.2 -0.2 0.00
H 1.87447 -4.71751 -6.97414 -0.1 0.3 -0.3 0.00
C 1.90679 -2.57276 -6.86158 -0.6 0.1 -0.1 0.04
H 2.55599 -2.55156 -5.98778 -0.3 -0.1 0.0 0.00
C 0.69233 1.63756 -7.33051 -0.5 -0.2 -0.7 0.11
C -0.69775 1.80518 -7.49132 0.5 0.6 -0.3 0.02
H -1.40075 1.07065 -7.07830 0.3 0.5 0.0 0.00
C -1.17334 2.87868 -8.24676 0.0 -0.2 -0.1 0.00
H -2.25441 3.01546 -8.33671 0.4 0.1 -0.1 0.00
C -0.27548 3.72757 -8.90710 0.1 0.0 0.3 0.01
H -0.65844 4.54046 -9.52867 0.1 -0.2 0.2 0.00
C 1.10965 3.53760 -8.78217 -0.1 -0.3 -0.1 0.00
H 1.81299 4.18089 -9.32090 -0.3 -0.2 0.2 0.00
C 1.60352 2.48111 -8.00735 -0.7 0.0 0.1 0.03
H 2.68096 2.27312 -7.96672 -0.5 0.2 0.1 0.01
H 2.45932 0.59944 -5.22254 -0.2 -0.2 0.7 0.16
Cl 2.80179 0.25691 -2.59264 0.3 -0.3 1.2 0.27
C -0.73378 3.44619 -0.41898 -0.2 0.1 -0.2 0.00
C 0.36159 2.91157 0.42433 1.5 -0.2 0.8 0.00
N 0.92139 1.72725 0.34964 -0.1 0.3 0.0 0.05
C 1.94518 1.52331 1.27492 -0.8 2.2 0.1 0.00
C 2.18717 2.64908 2.04634 0.0 -1.4 -0.5 0.00
S 1.12768 3.93583 1.64604 -0.1 -1.0 -0.6 0.00
C 2.54926 0.21135 1.34543 1.3 -1.8 0.4 0.00
C 3.54260 -0.25433 2.19410 -1.1 0.8 -0.6 0.00
S 3.82302 -1.93599 1.97961 -0.8 0.7 -0.6 0.01
C 2.57865 -1.96612 0.73169 0.7 1.2 0.5 0.01
N 2.06758 -0.78098 0.49474 -0.3 -0.2 0.5 0.06
C 2.24525 -3.24208 0.05574 0.0 -0.4 -0.2 0.00
H -1.65956 3.49224 0.17669 0.2 0.1 -0.3 0.00
H -0.46326 4.45320 -0.76866 -0.3 -0.3 0.1 0.00
H -0.88810 2.81122 -1.29595 0.1 0.1 0.2 0.00
H 2.93453 2.67105 2.82560 -0.1 0.4 0.0 0.00
H 4.02374 0.37204 2.93370 0.2 -0.4 0.0 0.00
H 3.18293 -3.75580 -0.21112 -0.5 0.0 0.1 0.00
H 1.66402 -3.87991 0.74440 0.3 0.1 -0.3 0.00
H 1.66214 -3.07326 -0.85728 0.1 0.1 0.3 0.00
```
Positions in Å, forces in eV/Å.

As for the expectation value of S²: 6.035. The HOMO energy (spin up / spin down) comes out at -6.55 / -10.90 eV. For the LUMO energy (spin up / spin down), the calculation gives -2.96 / -5.29 eV. The relative energy (zero: lowest compared OMol25 entry of this formula, charge and spin) is 224.9 kJ/mol. As for the spin multiplicity: 5. Its total charge is +1. The strongest force on any atom is 9.89 eV Å⁻¹.

[4]
Formula: C10H22InN3O6
Source: the Open Molecules 2025 dataset
Level of theory: ωB97M-V/def2-TZVPD

XYZ file:
```
42
Properties=species:S:1:pos:R:3:forces:R:3:lowdin_spin:R:1
In 1.18139 -0.64322 -1.10679 -0.3 0.4 0.3 0.01
O 0.06852 -5.30418 -0.07293 0.6 2.0 -0.5 0.02
C 0.16726 -3.96216 -0.31064 -0.1 -3.8 1.5 0.03
O -0.77789 -3.29371 -0.62703 -0.9 1.6 -0.8 0.29
O 1.27863 -3.42991 -0.05683 0.8 0.8 -0.2 0.65
H -0.86353 -5.45530 -0.24624 -0.6 -0.7 0.0 0.00
C 4.05790 -2.50720 2.49823 -0.1 0.1 -0.2 0.00
C 4.30653 -1.41090 1.54458 -1.2 0.3 0.2 0.00
O 3.44607 -1.02387 0.78271 -2.1 0.1 -2.0 0.00
N 5.42632 -0.75954 1.61966 2.5 1.5 -0.5 0.00
C 5.83107 0.27542 0.62399 0.9 0.1 0.4 0.00
H 2.99128 -2.39874 2.69486 0.2 -0.4 0.6 0.00
H 4.72565 -2.34033 3.34343 -0.4 -0.7 0.3 0.00
H 4.22748 -3.43671 1.95479 0.1 -0.2 0.4 0.00
H 6.02593 -1.01603 2.39089 0.4 0.3 -0.5 0.00
H 6.76035 -0.01451 0.13359 0.1 -0.3 0.2 0.00
H 6.05824 1.23337 1.09177 -0.2 -0.1 0.3 0.00
H 5.15319 0.49858 -0.19989 -0.5 -0.6 0.6 0.00
C -2.88919 0.73991 1.66371 -0.2 -1.0 -1.4 0.00
C -2.63491 -0.15443 0.40754 1.6 2.0 2.2 0.00
O -1.46368 -0.25783 0.08098 1.4 -0.6 -0.9 0.00
N -3.59864 -0.78276 -0.22229 -0.6 -0.3 -0.2 0.00
C -5.01035 -0.55435 -0.03028 -0.5 -1.0 -0.9 0.00
H -3.25869 0.02926 2.40300 -0.5 0.6 0.3 0.00
H -3.54841 1.55708 1.37088 -0.4 -0.2 0.6 0.00
H -1.94835 1.17214 2.00443 -0.1 -0.3 -0.2 0.00
H -3.24969 -1.35649 -0.97671 -0.3 0.0 -0.1 0.00
H -5.48768 -1.24294 0.66693 0.3 0.4 0.8 0.00
H -5.48035 -0.92509 -0.94119 -0.1 0.7 -0.3 0.00
H -5.22354 0.50021 0.14453 -0.2 -0.3 0.0 0.00
C -1.48713 2.75354 -3.76501 -0.7 0.7 -0.4 0.00
C -0.98046 2.64926 -2.39560 0.3 -2.7 0.8 0.00
O -0.13469 1.79937 -2.12666 1.3 -0.2 0.4 0.00
N -1.59045 3.33424 -1.44017 -1.5 1.2 0.9 0.00
C -1.25155 3.35573 -0.02101 0.4 0.1 -0.4 0.00
H -2.57435 2.76473 -3.68815 -0.1 0.4 -0.4 0.00
H -1.21583 1.91726 -4.40932 0.4 0.3 0.3 0.00
H -1.08875 3.71239 -4.09668 -0.4 0.0 -0.8 0.00
H -2.43940 3.83183 -1.66771 0.3 0.1 -0.3 0.00
H -2.13851 3.39593 0.61128 -0.1 -0.3 -0.3 0.00
H -0.71268 4.28242 0.17639 0.3 -0.2 0.2 0.00
H -0.65711 2.46751 0.19294 0.0 0.2 0.2 0.00
```
Positions in Å, forces in eV/Å.

As for the expectation value of S²: 0.758. The HOMO energy (spin up / spin down) comes out at -12.28 / -12.28 eV. For the LUMO energy (spin up / spin down), the calculation gives -2.55 / -6.65 eV. As for the spin multiplicity: 2. Its total charge is +1. The strongest force on any atom is 4.05 eV Å⁻¹.